1.
{"formula": "C2H4FPS", "method": "ωB97M-V/def2-TZVPD", "smiles": "[H]/P=S(/C)#CF", "charge": 0, "relative_energy_kj_mol": 422.4, "orbital_gap_ha": 0.2455, "total_energy_ha": -917.79898, "species": ["H", "P", "S", "C", "C", "F", "H", "H", "H"], "positions_angstrom": [[2.307, 1.910, -1.293], [0.966, 2.176, -0.793], [0.645, -0.057, -0.223], [-1.052, 0.036, 0.311], [1.173, -1.748, 0.130], [0.042, -2.427, 0.312], [-1.690, 0.632, -0.302], [-1.028, 0.473, 1.325], [-1.363, -0.995, 0.532]]}

=====

2.
{"formula": "C15H15N3O5S2", "method": "ωB97M-V/def2-TZVPD", "smiles": "CCOC(=O)[C@@H](C)Sc1nnc(NC(=O)c2ccc3c(c2)OCO3)s1", "charge": 0, "relative_energy_kj_mol": 44.8, "orbital_gap_ha": 0.3160, "total_energy_ha": -1917.42951, "species": ["C", "C", "O", "C", "O", "C", "C", "S", "C", "N", "N", "C", "N", "C", "O", "C", "C", "C", "C", "C", "C", "O", "C", "O", "S", "H", "H", "H", "H", "H", "H", "H", "H", "H", "H", "H", "H", "H", "H", "H"], "positions_angstrom": [[1.599, -1.403, 1.216], [2.844, -0.610, 1.584], [3.003, 0.534, 0.740], [2.364, 1.641, 1.102], [1.735, 1.783, 2.114], [2.634, 2.796, 0.145], [3.931, 3.492, 0.538], [2.774, 2.230, -1.591], [1.341, 1.282, -1.662], [0.549, 1.108, -0.661], [-0.474, 0.309, -0.913], [-0.505, -0.157, -2.108], [-1.414, -1.031, -2.620], [-2.198, -1.964, -1.947], [-2.754, -2.821, -2.588], [-2.247, -1.837, -0.470], [-1.798, -2.904, 0.295], [-1.781, -2.843, 1.686], [-2.248, -1.688, 2.265], [-2.739, -0.627, 1.495], [-2.748, -0.673, 0.125], [-3.163, 0.372, 2.322], [-2.858, -0.053, 3.633], [-2.338, -1.367, 3.587], [0.849, 0.420, -3.115], [1.665, -1.763, 0.191], [0.715, -0.777, 1.307], [1.499, -2.255, 1.882], [2.782, -0.271, 2.623], [3.750, -1.201, 1.435], [1.787, 3.484, 0.199], [4.766, 2.798, 0.467], [4.120, 4.337, -0.121], [3.853, 3.852, 1.561], [-1.371, -1.184, -3.622], [-1.442, -3.792, -0.202], [-1.419, -3.662, 2.283], [-3.125, 0.148, -0.460], [-3.771, -0.041, 4.247], [-2.109, 0.623, 4.076]]}

=====

3.
{"formula": "C4H9O2Si", "method": "ωB97M-V/def2-TZVPD", "charge": -1, "relative_energy_kj_mol": 124.8, "orbital_gap_ha": 0.1583, "total_energy_ha": -597.77843, "species": ["C", "C", "C", "C", "O", "O", "Si", "H", "H", "H", "H", "H", "H", "H", "H", "H"], "positions_angstrom": [[3.971, -1.160, -1.161], [-0.201, 1.450, -0.840], [-1.692, 0.917, 1.744], [1.109, 1.276, 2.024], [3.890, -2.211, -0.616], [3.888, -0.081, -1.601], [-0.070, 0.398, 0.796], [0.701, 1.149, -1.343], [-1.108, 1.004, -1.352], [-0.308, 2.641, -0.835], [-1.696, 0.976, 2.826], [-1.805, 1.843, 1.189], [-2.576, 0.344, 1.450], [2.024, 0.627, 2.227], [1.318, 2.325, 1.878], [0.634, 1.210, 3.015]]}

=====

4.
{"formula": "C20H19N4O7S3", "method": "ωB97M-V/def2-TZVPD", "charge": -1, "orbital_gap_ha": 0.2182, "total_energy_ha": -2713.54680, "species": ["C", "C", "N", "C", "S", "S", "C", "C", "O", "H", "H", "H", "H", "H", "H", "H", "H", "C", "C", "C", "C", "C", "S", "O", "O", "N", "C", "C", "C", "N", "O", "O", "C", "C", "C", "C", "N", "O", "O", "C", "C", "C", "H", "H", "H", "H", "H", "H", "H", "H", "H", "H", "H"], "positions_angstrom": [[-2.477, -1.407, 2.359], [-0.933, -1.331, 2.465], [-0.450, -0.144, 1.730], [0.921, 0.145, 1.584], [2.006, -1.305, 1.534], [1.610, 1.630, 1.516], [-1.124, 1.065, 2.139], [-2.647, 0.973, 2.031], [-3.126, -0.176, 2.794], [-2.788, -1.664, 1.312], [-2.928, -2.126, 3.070], [-0.710, -1.262, 3.536], [-0.496, -2.272, 2.110], [-0.876, 1.283, 3.196], [-0.755, 1.887, 1.490], [-3.089, 1.840, 2.547], [-2.957, 0.915, 0.953], [3.175, -2.605, -7.064], [3.066, -2.820, -5.576], [3.123, -4.132, -5.090], [3.081, -4.380, -3.712], [2.919, -3.328, -2.818], [2.752, -3.723, -1.108], [1.458, -3.429, -0.593], [3.351, -5.021, -0.873], [3.891, -2.523, -0.378], [5.220, -2.754, -0.682], [5.805, -3.605, -1.668], [7.167, -3.476, -1.953], [7.760, -4.369, -2.898], [8.998, -4.294, -3.099], [7.039, -5.215, -3.486], [7.977, -2.518, -1.255], [7.391, -1.672, -0.300], [6.011, -1.825, 0.036], [5.127, -1.033, 0.839], [5.470, 0.195, 1.365], [6.611, 0.677, 1.259], [4.532, 0.803, 1.935], [3.693, -1.384, 0.529], [2.809, -2.011, -3.290], [2.875, -1.774, -4.677], [3.207, -1.535, -7.306], [4.078, -3.083, -7.466], [2.313, -3.044, -7.591], [3.179, -4.962, -5.782], [3.187, -5.399, -3.353], [5.226, -4.350, -2.203], [9.025, -2.499, -1.469], [7.960, -0.876, 0.147], [3.102, -0.510, 0.257], [2.658, -1.195, -2.603], [2.747, -0.762, -5.059]]}

=====

5.
{"formula": "C4H11N3O", "method": "ωB97M-V/def2-TZVPD", "smiles": "CC[C@H](C)N(N)N=O", "charge": 0, "relative_energy_kj_mol": 399.4, "orbital_gap_ha": 0.3562, "total_energy_ha": -398.40203, "species": ["C", "C", "C", "C", "N", "N", "N", "O", "H", "H", "H", "H", "H", "H", "H", "H", "H", "H", "H"], "positions_angstrom": [[1.322, -1.857, -0.550], [0.644, -0.605, -1.089], [-0.479, -0.022, -0.108], [-1.314, 1.037, -0.837], [0.077, 0.376, 1.195], [-0.945, 0.403, 2.203], [0.820, 1.515, 1.243], [1.607, 1.774, 0.349], [0.581, -2.631, -0.321], [1.892, -1.650, 0.360], [2.007, -2.270, -1.297], [0.129, -0.864, -2.021], [1.395, 0.137, -1.376], [-1.133, -0.889, 0.061], [-1.735, 0.621, -1.759], [-2.166, 1.357, -0.229], [-0.730, 1.919, -1.117], [-0.506, 0.370, 3.124], [-1.468, 1.280, 2.169]]}

=====

6.
{"formula": "C20H14MnN2O4S", "method": "ωB97M-V/def2-TZVPD", "charge": 0, "relative_energy_kj_mol": 82.1, "orbital_gap_ha": [0.1858, 0.2419], "multiplicity": 6, "total_energy_ha": -2730.26045, "species": ["Mn", "O", "C", "O", "C", "C", "C", "C", "C", "C", "S", "H", "H", "H", "H", "O", "C", "O", "C", "C", "C", "C", "C", "C", "N", "C", "C", "C", "C", "C", "C", "N", "H", "H", "H", "H", "H", "H", "H", "H", "H", "H"], "positions_angstrom": [[0.602, 0.808, -0.507], [-0.492, 3.274, -3.361], [-0.733, 2.515, -2.442], [0.162, 2.080, -1.615], [-2.144, 2.019, -2.225], [-3.095, 2.564, -3.087], [-4.423, 2.192, -3.025], [-4.823, 1.230, -2.107], [-3.899, 0.679, -1.247], [-2.559, 1.072, -1.277], [-1.545, 0.285, -0.077], [-2.745, 3.282, -3.816], [-5.141, 2.636, -3.696], [-5.849, 0.896, -2.070], [-4.176, -0.082, -0.535], [1.888, -0.336, 7.074], [1.541, 0.611, 6.177], [1.291, 1.730, 6.543], [1.507, 0.211, 4.751], [1.834, -1.067, 4.286], [1.826, -1.360, 2.944], [1.490, -0.371, 2.002], [1.174, 0.923, 2.474], [1.167, 1.202, 3.815], [1.437, -0.547, 0.648], [1.676, -1.734, 0.061], [1.559, -1.821, -1.332], [1.770, -3.021, -2.046], [1.577, -3.041, -3.401], [1.211, -1.857, -4.052], [1.051, -0.705, -3.305], [1.194, -0.668, -1.986], [2.067, -1.191, 6.662], [2.097, -1.867, 4.967], [2.087, -2.358, 2.628], [0.944, 1.702, 1.722], [0.913, 2.185, 4.185], [1.923, -2.617, 0.632], [2.073, -3.898, -1.497], [1.705, -3.953, -3.962], [1.061, -1.831, -5.118], [0.798, 0.232, -3.785]]}

=====

7.
{"formula": "C14H25ClNPZn", "method": "ωB97M-V/def2-TZVPD", "charge": 0, "relative_energy_kj_mol": 0.0, "orbital_gap_ha": 0.2701, "total_energy_ha": -3183.93406, "species": ["C", "C", "C", "C", "C", "C", "C", "C", "N", "Zn", "C", "P", "H", "H", "H", "H", "H", "H", "H", "H", "C", "C", "H", "C", "C", "H", "H", "H", "H", "H", "H", "H", "H", "H", "H", "H", "H", "H", "H", "Cl", "C", "H", "H"], "positions_angstrom": [[0.434, 3.099, -1.974], [-0.838, 2.652, -1.639], [-1.012, 1.633, -0.673], [0.101, 1.073, -0.067], [1.375, 1.505, -0.426], [1.546, 2.542, -1.354], [-2.406, 1.178, -0.317], [-2.580, -0.269, 0.181], [-2.114, -1.333, -0.678], [-0.039, -0.281, 1.470], [2.591, 0.831, 0.198], [2.100, -0.852, 0.787], [-1.724, 3.063, -2.129], [2.561, 2.870, -1.571], [0.570, 3.886, -2.716], [2.962, 1.385, 1.087], [3.425, 0.708, -0.515], [-2.819, 1.828, 0.483], [-3.085, 1.308, -1.177], [-2.149, -0.427, 1.210], [3.525, -1.480, 1.707], [2.085, -1.796, -0.761], [-3.669, -0.420, 0.349], [-1.426, -1.137, -1.938], [-2.995, -2.487, -0.701], [-0.548, -1.089, 3.071], [-1.900, -1.759, -2.712], [-1.408, -0.107, -2.311], [-0.385, -1.489, -1.876], [-3.219, -2.801, -1.735], [-2.547, -3.348, -0.179], [-3.943, -2.244, -0.195], [3.107, -1.877, -1.154], [1.683, -2.795, -0.557], [1.453, -1.309, -1.511], [4.444, -1.363, 1.115], [3.627, -0.935, 2.657], [3.366, -2.545, 1.931], [-0.449, -1.708, 2.551], [0.185, 1.053, 4.395], [0.021, 1.366, 2.715], [-0.856, 2.008, 2.570], [0.949, 1.865, 2.388]]}

=====

8.
{"formula": "C25H28N4O4PtSi", "method": "ωB97M-V/def2-TZVPD", "charge": -1, "orbital_gap_ha": [0.2132, 0.2134], "multiplicity": 2, "total_energy_ha": -1898.28345, "species": ["Pt", "C", "Si", "C", "C", "N", "C", "C", "C", "C", "C", "C", "O", "C", "C", "C", "C", "C", "C", "H", "H", "H", "H", "H", "H", "H", "H", "H", "H", "H", "H", "H", "H", "H", "H", "H", "H", "O", "N", "C", "C", "C", "C", "C", "H", "H", "H", "H", "H", "C", "N", "C", "C", "C", "O", "N", "C", "O", "H", "H", "H", "H", "H"], "positions_angstrom": [[-1.524, 0.393, 0.023], [-3.885, -2.423, -2.456], [-2.777, -2.288, -0.926], [-3.935, -1.624, 0.396], [-2.343, -4.022, -0.316], [-1.368, -1.334, -1.167], [-0.293, -1.782, -1.859], [-0.349, -2.889, -2.743], [0.752, -3.419, -3.391], [2.012, -2.872, -3.211], [2.119, -1.760, -2.379], [1.014, -1.220, -1.759], [1.126, -0.134, -0.905], [2.223, 0.644, -0.833], [2.646, 0.985, 0.450], [3.708, 1.858, 0.618], [4.370, 2.392, -0.480], [3.943, 2.050, -1.758], [2.872, 1.191, -1.944], [-4.780, -3.005, -2.217], [-3.412, -2.875, -3.327], [-4.207, -1.419, -2.747], [-4.804, -2.292, 0.418], [-4.270, -0.605, 0.197], [-3.463, -1.620, 1.380], [-3.258, -4.509, 0.034], [-1.658, -3.925, 0.531], [-1.865, -4.675, -1.047], [-1.307, -3.354, -2.922], [0.610, -4.275, -4.041], [2.890, -3.286, -3.689], [3.091, -1.319, -2.193], [2.113, 0.549, 1.285], [4.026, 2.118, 1.621], [5.206, 3.066, -0.344], [4.449, 2.463, -2.623], [2.535, 0.920, -2.936], [-2.085, 2.437, -1.369], [-1.137, 3.217, -0.985], [-1.337, 4.070, 0.043], [-0.321, 4.889, 0.481], [0.924, 4.833, -0.125], [1.115, 3.943, -1.171], [0.074, 3.145, -1.585], [-2.315, 3.991, 0.487], [-0.524, 5.545, 1.316], [1.737, 5.456, 0.221], [2.073, 3.822, -1.656], [0.125, 2.394, -2.358], [1.083, -1.675, 4.729], [0.283, -0.682, 4.044], [-0.235, 0.399, 4.692], [-0.973, 1.323, 4.056], [-1.207, 1.129, 2.634], [-1.842, 1.953, 1.942], [-0.723, 0.024, 2.032], [0.049, -0.893, 2.664], [0.551, -1.876, 2.142], [1.200, -1.371, 5.769], [2.061, -1.769, 4.259], [0.604, -2.654, 4.687], [-0.006, 0.464, 5.749], [-1.380, 2.183, 4.563]]}